a:
# C3H3N2O4P

A gas-phase ion, C3H3N2O4P (charge -2) (ωB97M-V with the def2-TZVPD basis set, OMol25).

Geometry as XYZ:
```
13
Properties=species:S:1:pos:R:3
C 1.75 0.05 0.36
C 0.78 0.38 -0.51
C 1.26 -0.71 1.57
N -0.06 -0.42 1.71
N -0.45 0.17 -0.24
O -2.78 -0.79 -1.00
O -2.64 1.75 -0.84
O 1.99 -1.33 2.38
O -1.09 0.56 -2.51
P -1.94 0.50 -1.25
H 2.74 -0.06 -0.11
H 1.15 1.02 -1.45
H -0.71 -1.14 1.88
```

Properties
E_HOMO	-0.39	eV
spin multiplicity	1
orbital gap	6.5	eV
total charge	-2

=====

b:
# C3H3N2O4P

A gas-phase ion, C3H3N2O4P (charge -2) (ωB97M-V with the def2-TZVPD basis set, OMol25).

Geometry as XYZ:
```
13
Properties=species:S:1:pos:R:3
C 2.53 0.16 -0.31
C 2.37 -0.58 -1.30
C 1.35 0.87 0.88
N 0.17 0.64 0.65
N -0.73 0.46 -0.23
O -1.69 -1.82 0.95
O -3.13 0.33 0.56
O 1.94 1.48 1.77
O -2.35 -1.02 -1.50
P -1.89 -0.72 -0.09
H 3.40 0.51 0.37
H 1.60 -1.17 -1.69
H -3.58 0.87 -0.07
```

Properties
E_HOMO (alpha / beta)	0.10 / 0.35	eV
spin multiplicity	1
orbital gap (alpha / beta)	6.5 / 6.2	eV
total charge	-2

=====

Looking at the structures above, a is most stable, and the difference to the next one is 43.4 kcal/mol.